[1]
68
Properties=species:S:1:pos:R:3:forces:R:3:mulliken_charge:R:1 method="wB97M-V/def2-TZVPD" mol_weight_da=636.38 smiles="N#C[C@H](CCOCC(F)(F)C(F)(F)C(F)(F)C(F)F)[C@@H](Br)C#N.CN(C)C=O.CN(C)C=O.CN(C)C=O" orbital_gap_ev=8.58 multiplicity=1
N 1.9821 7.7233 -0.8520 0.3 -8.5 9.4 -0.481
C 1.9916 6.8504 0.1342 -0.6 5.9 -6.6 0.018
C 1.8293 5.8217 1.4257 0.5 0.1 -0.2 0.150
C 1.2338 4.3474 1.0403 0.4 -0.5 -1.5 -0.355
C 0.0075 4.3503 -0.0495 0.2 -0.7 -0.9 -0.477
O -1.1669 3.5400 0.4155 0.2 2.1 0.5 -0.370
C -1.9300 4.2745 1.4361 0.8 0.8 0.4 -0.322
C -3.5394 3.9640 1.4613 1.6 -3.1 -0.5 0.889
F -3.7799 2.9441 0.3735 0.0 3.2 3.3 -0.305
F -3.8075 3.2359 2.7471 0.1 2.5 -3.7 -0.321
C -4.5046 5.2671 1.2200 -0.1 1.2 -0.8 0.430
F -4.5360 5.5059 -0.2567 -0.1 -0.7 4.7 -0.289
F -3.9815 6.5366 1.8282 -1.3 -4.2 -1.9 -0.301
C -6.0370 5.0874 1.8625 0.2 0.6 0.2 0.609
F -6.5474 3.6993 1.7816 1.8 4.5 0.6 -0.241
F -5.9140 5.5976 3.2789 -0.8 -2.1 -4.3 -0.259
C -7.1457 6.0707 1.1195 -2.0 0.3 0.3 0.148
F -6.7817 7.5120 1.2073 -0.7 -4.5 -0.8 -0.242
F -7.4866 5.6240 -0.2713 1.7 1.6 4.1 -0.248
C 1.0012 6.6442 2.5723 0.9 0.3 1.7 -0.172
Br -0.3672 7.9471 1.8032 0.8 -1.3 0.9 -0.073
C 0.3307 5.7279 3.7529 -3.2 -5.7 5.8 0.081
N -0.1705 4.9360 4.6782 4.8 7.6 -8.8 -0.473
H 2.9310 5.6629 1.8498 -2.4 0.4 -0.9 0.413
H 0.8928 3.6871 1.9435 0.8 1.6 -1.4 0.468
H 2.1297 3.7501 0.5243 -2.0 1.4 1.4 -0.008
H 0.3859 3.7818 -1.0287 -1.0 1.2 2.3 0.304
H -0.3349 5.4104 -0.4071 0.6 -1.8 0.9 0.427
H -1.7530 5.4159 1.2498 -0.7 -1.9 0.4 0.064
H -1.4855 4.0104 2.4859 -1.2 0.5 -1.8 0.097
H -8.1525 5.9383 1.7431 2.3 0.5 -1.5 0.263
H 1.7960 7.3518 3.1131 -2.0 -1.6 -1.1 0.555
C 3.4333 -0.6635 -1.4687 -0.2 -0.2 0.0 -0.834
N 2.8383 0.1568 -0.4347 1.1 1.2 0.9 0.198
C 1.4139 0.0535 -0.1937 0.0 0.2 0.3 -0.855
C 3.5854 1.0311 0.3252 -0.8 -0.7 -0.5 0.063
O 3.1486 1.7524 1.2130 0.0 -0.3 -0.4 -0.595
H 2.9630 -0.4218 -2.4260 0.1 -0.1 -0.1 0.329
H 3.2595 -1.7162 -1.2283 0.2 0.1 -0.3 0.282
H 4.5095 -0.4850 -1.5423 -0.2 0.0 0.1 0.286
H 0.9545 1.0346 -0.3477 -0.2 -0.2 0.1 0.165
H 1.2495 -0.2532 0.8438 -0.2 0.1 -0.1 0.301
H 0.9594 -0.6759 -0.8695 0.2 0.1 0.1 0.382
H 4.6551 1.0295 0.0585 -0.1 -0.1 -0.1 0.330
C 2.6252 -6.9533 0.0182 0.1 0.0 0.4 -0.881
N 3.0912 -5.5836 -0.0353 0.6 0.5 -1.5 0.167
C 3.0866 -4.7957 1.1799 0.1 0.3 -0.2 -0.938
C 3.5379 -5.0085 -1.2057 -0.3 -0.2 1.1 0.102
O 3.9445 -3.8596 -1.3224 -0.2 -0.5 0.3 -0.617
H 1.5862 -6.9600 0.3595 0.3 -0.2 -0.1 0.391
H 3.2481 -7.5112 0.7230 0.0 -0.1 0.0 0.383
H 2.6830 -7.4276 -0.9653 -0.1 0.2 0.2 0.158
H 2.4539 -3.9153 1.0313 0.1 0.0 0.2 0.257
H 4.1073 -4.4637 1.3930 -0.2 0.1 0.1 0.301
H 2.7078 -5.3835 2.0203 0.1 0.0 -0.3 0.390
H 3.4984 -5.6957 -2.0669 -0.1 -0.1 0.1 0.284
C -1.7299 -8.9470 -3.8276 0.2 0.0 0.0 -0.911
N -0.5793 -8.3964 -3.1428 -0.3 0.6 1.3 0.108
C 0.7232 -8.5035 -3.7670 0.2 0.2 0.2 -0.875
C -0.6865 -7.7747 -1.9171 0.3 -0.3 -0.7 0.066
O 0.2418 -7.2884 -1.2839 -0.8 -0.4 -0.9 -0.534
H -1.5720 -10.0187 -3.9781 -0.2 0.0 -0.1 0.332
H -1.8354 -8.4507 -4.7964 -0.2 -0.2 0.0 0.332
H -2.6434 -8.7969 -3.2459 0.2 0.0 0.0 0.290
H 1.3921 -9.0588 -3.1025 0.1 0.1 -0.2 0.263
H 1.1301 -7.4988 -3.9167 0.1 -0.2 -0.1 0.273
H 0.6496 -9.0178 -4.7289 -0.1 0.1 0.2 0.364
H -1.7203 -7.7490 -1.5350 0.0 -0.1 -0.1 0.266



[2]
63
Properties=species:S:1:pos:R:3:forces:R:3:mulliken_charge:R:1 method="wB97M-V/def2-TZVPD" mol_weight_da=509.39 smiles="O=C(N[C@@H](CO)[C@@H](O)c1ccc([N+](=O)[O-])cc1)C(Cl)Cl.CNC(=O)[C@H](CC(C)C)NC(C)=O" orbital_gap_ev=8.46 multiplicity=1
O -1.3370 -5.1349 1.3497 0.9 -0.4 -0.1 -0.589
C -0.1251 -5.2685 1.4220 -2.2 1.5 0.6 0.327
N 0.6356 -4.2746 2.0173 0.5 -1.0 -0.3 -0.153
C 0.0939 -3.0361 2.5896 0.0 -0.2 0.0 -0.272
C 0.5090 -2.9653 4.0706 0.2 -0.3 0.4 -0.858
O -0.0827 -1.8343 4.7295 0.1 -0.2 0.3 -0.588
C 0.5281 -1.8013 1.7642 -0.1 0.5 0.8 -0.076
O -0.1014 -0.6613 2.3490 0.1 -0.4 0.1 -0.418
C 2.0380 -1.6098 1.6785 0.4 0.1 -0.1 -0.247
C 2.8003 -2.4105 0.8146 0.5 0.4 0.3 -0.361
C 4.1806 -2.2280 0.6884 0.2 0.1 0.0 -0.538
C 4.8495 -1.2124 1.3988 -3.2 -0.5 0.4 -0.009
N 6.2354 -0.9914 1.2205 2.6 0.4 -0.3 0.873
O 6.6990 0.1052 1.5516 -0.6 -1.2 -0.3 -0.556
O 6.9145 -1.9067 0.7401 -0.8 0.9 0.5 -0.564
C 4.0795 -0.4031 2.2580 0.2 -0.1 -0.2 -0.552
C 2.7023 -0.6035 2.3995 0.3 -0.4 -0.3 -0.237
C 0.5555 -6.5200 0.8675 0.3 -0.1 0.0 0.139
Cl 0.1363 -6.7637 -0.8625 0.2 0.3 0.8 -0.141
Cl 0.0650 -7.9624 1.8169 0.3 0.7 -0.2 -0.136
H 1.6386 -4.4238 2.0814 -0.3 0.2 0.0 0.397
H -1.0024 -3.0594 2.5690 0.3 -0.3 -0.3 0.442
H 1.5998 -2.9130 4.1539 0.1 0.0 -0.1 0.324
H 0.1799 -3.8820 4.5722 0.0 0.0 -0.2 0.445
H 0.0756 -1.8723 5.6917 0.0 -0.1 -0.8 0.338
H 0.1445 -1.9137 0.7434 0.0 0.0 0.1 0.406
H -0.1864 -0.8225 3.3171 0.0 0.3 -0.7 0.411
H 2.3155 -3.1663 0.2044 0.1 0.1 0.0 0.675
H 4.7291 -2.8597 -0.0061 0.0 0.2 0.2 0.438
H 4.5478 0.3996 2.8223 0.1 -0.2 -0.2 0.429
H 2.1450 0.0544 3.0600 0.0 -0.1 -0.2 0.444
H 1.6356 -6.3963 0.9490 -0.1 -0.4 -0.2 0.230
C -3.9369 1.5473 -5.5050 0.0 -0.1 0.5 -0.974
N -2.8983 1.8003 -4.5082 0.8 0.4 -0.8 -0.131
C -3.0780 1.6913 -3.1847 -0.9 -0.1 0.7 0.005
O -4.1433 1.3142 -2.7083 0.5 0.2 0.0 -0.667
C -1.8905 2.0358 -2.2551 0.5 0.5 0.2 0.037
C -2.3100 2.8001 -0.9751 0.0 0.1 -0.1 -1.194
C -1.1695 3.2030 -0.0183 -0.2 -0.4 0.1 1.163
C -1.7294 4.0262 1.1419 0.0 0.0 -0.5 -1.760
C -0.4562 1.9827 0.5601 -0.1 0.3 -0.4 -1.655
N -0.7340 2.6651 -2.9263 -0.9 -1.7 0.8 -0.068
C -0.6395 3.8362 -3.5619 0.2 1.4 -0.9 0.671
C -1.7586 4.8592 -3.5151 0.0 -0.3 0.0 -0.954
O 0.3710 4.0903 -4.1951 0.4 0.1 -0.1 -0.680
H -3.6056 1.8797 -6.4897 0.1 0.0 0.2 0.352
H -4.1628 0.4801 -5.5378 -0.1 0.1 -0.1 0.297
H -4.8479 2.0854 -5.2345 0.1 -0.1 0.0 0.312
H -1.9872 2.0883 -4.8316 -0.1 -0.1 0.0 0.297
H -1.5381 1.0614 -1.9156 0.1 -0.1 -0.1 0.421
H -3.0116 2.1732 -0.4221 -0.1 0.0 -0.1 0.407
H -2.8554 3.6972 -1.2637 -0.1 0.1 0.0 0.414
H -0.4427 3.8210 -0.5451 0.1 0.1 -0.2 0.302
H -2.2218 4.9181 0.7550 -0.1 0.1 0.2 0.443
H -0.9176 4.3329 1.8013 -0.1 0.0 0.1 0.425
H -2.4490 3.4338 1.7077 0.0 0.1 0.1 0.327
H 0.0323 1.4180 -0.2318 0.1 -0.2 0.0 0.236
H -1.1754 1.3401 1.0677 0.1 -0.1 0.0 0.320
H 0.3052 2.2975 1.2730 0.0 -0.1 0.0 0.539
H 0.1066 2.1107 -2.9847 0.0 0.1 -0.1 0.192
H -1.7638 5.3333 -2.5363 -0.1 0.0 0.1 0.232
H -2.7220 4.3970 -3.7101 -0.2 0.0 0.2 0.327
H -1.5690 5.6182 -4.2729 0.1 -0.2 0.1 0.343



[3]
71
Properties=species:S:1:pos:R:3:forces:R:3:mulliken_charge:R:1 method="wB97M-V/def2-TZVPD" total_charge=+1 mol_weight_da=668.50 orbital_gap_ev=8.95 multiplicity=1
C 0.6751 -8.1799 -0.4065 0.0 0.2 -0.7 -1.448
C 0.0372 -6.7619 -0.4610 0.6 -1.3 0.0 -0.027
C 0.4676 -6.1473 -1.7941 -0.4 -0.8 0.2 -0.722
N -0.1604 -4.8423 -2.1276 0.4 0.6 0.8 -0.264
S -0.5777 -3.9073 -0.7924 -0.2 0.5 0.0 0.596
C 0.5148 -2.4462 -0.6230 0.5 0.0 0.5 -1.077
C 1.8373 -2.7630 0.1092 1.4 0.1 -0.9 0.718
C 2.6431 -3.9150 -0.5725 -0.9 0.0 0.7 -1.161
C 2.7243 -1.4775 0.0226 -0.7 -0.3 0.0 -1.483
C -2.1920 -3.2023 -1.2735 -0.9 -1.4 0.1 -0.581
C -3.2827 -4.1492 -0.6542 2.0 2.5 2.2 0.088
C -4.1670 -3.4379 0.4907 -1.2 -1.3 -1.5 -0.878
O -3.0536 -4.5497 0.6310 -0.7 -1.5 -2.1 -0.381
H 0.5575 -8.6706 -1.3808 -0.1 0.0 0.2 0.366
H 1.7563 -8.1257 -0.2491 -0.2 0.0 0.3 0.353
H 0.1990 -8.8180 0.3360 0.2 0.1 0.1 0.390
H -1.0427 -6.9185 -0.3798 0.0 0.5 -0.1 0.270
H 0.4176 -6.2384 0.4194 -0.3 0.3 -0.2 0.307
H 1.5605 -6.1448 -1.8239 -0.1 0.4 0.0 0.251
H 0.1435 -6.8450 -2.5733 0.0 0.2 0.0 0.466
H 0.4104 -4.3000 -2.7687 -0.2 0.0 -0.3 0.389
H -0.0037 -1.7170 0.0065 -0.5 -0.3 -0.3 0.069
H 0.7105 -1.9698 -1.5895 -0.2 -0.3 -0.1 0.495
H 1.6637 -3.0106 1.1586 -0.2 0.0 -0.1 0.417
H 3.7128 -3.7205 -0.5817 -0.1 0.0 -0.1 0.491
H 2.4881 -4.8247 0.0190 0.0 -0.1 -0.4 0.176
H 2.2822 -4.0661 -1.5916 0.4 -0.1 0.0 0.171
H 2.4800 -0.9931 -0.9290 0.2 0.3 0.2 0.370
H 2.5525 -0.8104 0.8687 -0.1 0.2 -0.3 0.351
H 3.7857 -1.7214 -0.0005 -0.1 -0.1 0.1 0.425
H -2.3331 -3.2407 -2.3547 0.5 0.3 0.0 0.526
H -2.3596 -2.2210 -0.8419 0.4 0.0 -0.1 0.215
H -3.8004 -4.8340 -1.3232 -0.1 0.1 0.1 0.505
H -5.0815 -3.8286 -0.0772 0.2 -1.0 0.8 0.243
H -4.5692 -3.8182 1.4437 0.2 1.9 0.6 0.433
C -3.5762 1.8165 2.6326 -0.6 0.2 0.5 -0.882
C -3.2431 0.6879 1.6435 -0.1 0.8 -0.4 0.923
C -2.0834 -0.2335 2.0174 0.2 -0.4 0.3 0.010
F -0.9167 0.4197 2.1662 -0.1 -0.2 -0.1 -0.266
F -1.8885 -1.1542 1.0198 -0.1 0.1 0.0 -0.148
F -3.0519 1.2147 0.4131 0.1 -0.2 0.0 -0.275
F -4.3516 -0.0969 1.5547 0.1 -0.2 0.3 -0.306
O -3.0312 3.0973 2.3767 0.6 -0.4 -0.4 -0.398
C -1.7362 3.3650 2.7827 -0.8 -0.2 0.6 0.697
C -0.7854 3.5708 1.6021 0.4 0.3 -0.5 0.381
F -0.8137 2.5172 0.7513 -0.1 0.1 0.1 -0.213
F 0.4855 3.6935 2.0428 -0.1 0.0 0.2 -0.283
F -1.3078 2.4074 3.6319 0.3 0.1 0.0 -0.280
F -1.7824 4.5080 3.4871 0.2 0.2 -0.2 -0.286
H -4.6511 1.9689 2.5454 0.0 0.0 -0.2 0.449
H -3.4160 1.5113 3.6673 0.2 -0.1 -0.1 0.363
H -2.2982 -0.7787 2.9395 -0.1 0.0 0.0 0.297
H -1.0536 4.4672 1.0428 -0.1 0.0 0.1 0.139
C 2.3036 5.2897 -1.4601 0.3 -0.7 -0.3 -0.851
C 0.8409 5.7261 -1.2741 0.5 0.0 0.6 1.085
C 0.4026 6.9913 -2.0115 -0.5 0.4 -0.3 0.026
F 1.1212 8.0722 -1.6558 -0.1 -0.2 -0.1 -0.214
F -0.8937 7.2587 -1.7139 0.0 -0.2 0.1 -0.275
F 0.5755 5.8261 0.0490 -0.1 0.1 -0.1 -0.273
F 0.0666 4.7046 -1.7426 0.0 0.1 -0.3 -0.345
O 3.2393 5.6799 -0.4706 -0.5 0.6 0.2 -0.400
C 3.7974 6.9440 -0.5397 0.1 -0.7 -0.7 0.755
C 3.3559 7.8409 0.6192 -0.1 0.4 0.5 0.218
F 2.0113 7.9130 0.6992 0.1 -0.1 0.0 -0.215
F 3.8214 9.0944 0.4309 0.1 -0.1 -0.1 -0.262
F 3.5537 7.4955 -1.7426 0.1 0.3 0.1 -0.279
F 5.1321 6.7786 -0.4583 0.1 0.1 0.3 -0.299
H 2.2917 4.2025 -1.3904 -0.1 0.0 0.1 0.460
H 2.6677 5.5060 -2.4648 -0.1 0.3 0.0 0.329
H 0.4808 6.8541 -3.0943 0.1 -0.1 0.0 0.309
H 3.7372 7.4573 1.5680 0.1 -0.1 -0.1 0.255



[4]
66
Properties=species:S:1:pos:R:3:forces:R:3:mulliken_charge:R:1 method="wB97M-V/def2-TZVPD" total_charge=+2 de_lowest_kcal_mol=10.6 mol_weight_da=751.89 orbital_gap_ev="8.87 / 6.10" multiplicity=5
Ir 0.6406 -1.4109 0.1862 0.5 0.4 0.1 1.361
F -0.0626 3.0569 3.0283 0.1 -0.1 0.1 -0.195
C 1.0142 2.4948 3.5953 -0.1 0.2 -0.1 0.552
F 2.0904 2.8512 2.8752 0.0 0.0 0.1 -0.188
F 1.1492 2.9867 4.8213 0.0 0.0 0.0 -0.271
C 0.8819 0.9865 3.6167 0.0 0.0 -0.1 0.099
C 0.8717 0.2825 4.8104 0.0 -0.1 -0.1 -0.201
C 0.7833 -1.1044 4.7848 0.0 0.1 -0.1 -0.593
C 0.7162 -1.7525 3.5595 0.0 -0.1 0.2 -0.596
N 0.7194 -1.0744 2.4175 0.0 0.0 -0.5 -0.622
C 0.7888 0.2751 2.4191 0.0 0.2 0.3 0.711
S 0.7442 0.9559 0.8201 0.0 -0.6 -0.3 -0.172
H 0.9302 0.8190 5.7479 0.0 0.0 0.0 0.576
H 0.7749 -1.6756 5.7018 0.0 0.0 0.0 0.464
H 0.6601 -2.8311 3.4913 0.0 0.0 0.0 0.539
C 5.0999 0.5838 1.1482 0.0 -0.1 -0.1 -1.039
C 5.8976 -0.2624 0.1596 -0.1 0.1 0.2 -0.428
C 5.1799 -1.5532 -0.2213 -0.1 0.2 -0.2 -0.813
S 3.6859 -1.1275 -1.1969 0.7 0.0 -0.3 0.687
O 2.5546 -1.9274 -0.5026 -1.1 -0.4 0.6 -0.826
C 3.9499 -2.0670 -2.7466 -0.1 0.3 -0.1 -0.784
C 3.6776 -1.2074 -3.9815 -0.2 0.1 0.1 -0.519
C 2.3293 -0.4868 -3.9233 0.1 -0.1 0.0 -0.841
H 5.6487 1.4896 1.3990 0.0 0.0 0.0 0.399
H 4.9163 0.0344 2.0738 0.0 0.0 0.0 0.306
H 4.1352 0.8874 0.7301 0.0 0.0 0.0 0.272
H 6.8585 -0.5267 0.6031 0.0 -0.1 -0.1 0.360
H 6.1108 0.3189 -0.7411 0.1 0.0 0.0 0.299
H 4.8214 -2.0951 0.6541 -0.1 0.0 0.0 0.418
H 5.8043 -2.2109 -0.8218 -0.1 0.0 0.0 0.412
H 3.2392 -2.8919 -2.6807 0.0 0.0 0.1 0.351
H 4.9629 -2.4638 -2.7533 0.0 0.0 0.1 0.451
H 3.6999 -1.8758 -4.8431 0.1 0.0 0.0 0.365
H 4.4790 -0.4802 -4.1198 0.0 0.0 0.0 0.298
H 1.5353 -1.1714 -3.6097 0.0 0.0 0.0 0.059
H 2.0610 -0.0949 -4.9025 0.0 0.0 0.0 0.430
H 2.3604 0.3522 -3.2264 -0.1 0.0 0.0 0.311
C -4.6676 4.2512 0.5340 0.0 0.0 0.1 -1.173
C -4.2964 3.5175 -0.7412 0.1 -0.5 0.0 -0.536
S -3.7661 1.8235 -0.3996 0.2 -0.3 -0.1 1.159
O -4.4072 1.3282 0.7885 -0.3 -0.2 -0.1 -0.693
O -2.3141 1.7432 -0.4332 0.0 0.0 -0.2 -0.566
C -4.3723 0.8733 -1.8511 0.5 0.0 0.5 -0.727
C -4.5067 -0.6577 -1.6539 -0.1 0.3 0.0 -1.160
N -3.4370 -1.3090 -0.8702 -0.1 0.3 0.2 0.179
C -2.1426 -1.3272 -1.2200 0.0 0.1 -0.1 0.782
N -1.4011 -1.7938 -0.2151 0.4 0.2 0.1 -0.200
C -2.2467 -2.0769 0.8257 -0.3 -0.2 0.1 -0.603
C -3.5078 -1.7956 0.4292 0.3 0.3 0.0 0.100
N -4.6848 -1.9724 1.2566 -0.2 -0.1 -0.1 1.125
O -5.7777 -1.8845 0.7381 0.2 0.1 0.0 -0.607
O -4.4533 -2.2329 2.4146 0.0 0.0 -0.1 -0.589
C -1.5927 -0.8828 -2.5215 0.0 0.1 0.0 -1.629
H -5.0165 5.2490 0.2720 0.0 0.0 0.0 0.388
H -3.8131 4.3524 1.2016 0.0 0.0 0.0 0.325
H -5.4691 3.7396 1.0630 0.0 0.0 0.0 0.348
H -3.4574 3.9722 -1.2662 -0.1 0.0 -0.1 0.378
H -5.1499 3.4207 -1.4123 0.0 0.1 0.0 0.416
H -3.6663 1.1182 -2.6436 -0.1 0.1 -0.1 0.397
H -5.3497 1.2843 -2.0961 0.0 -0.2 -0.1 0.669
H -4.5218 -1.1339 -2.6333 -0.1 0.0 0.0 0.452
H -5.4394 -0.8915 -1.1593 0.0 0.0 0.1 0.458
H -1.9305 -2.4882 1.7675 0.0 0.0 0.0 0.579
H -2.3315 -0.9514 -3.3175 0.0 0.0 0.0 0.381
H -0.7425 -1.5101 -2.7876 0.0 0.0 0.0 0.377
H -1.2488 0.1512 -2.4415 -0.1 0.0 0.0 0.337